No. 1
Formula: H12O6
Source: the OMol25 dataset
Level of theory: ωB97M-V with the def2-TZVPD basis set

```
! wB97M-V def2-TZVPD RIJCOSX def2/J DEFGRID3
* xyz 0 1
O -1.54917 3.08077 0.74288
H -1.27027 2.25180 0.35396
H -1.24509 3.03492 1.64933
O 3.43159 -0.47502 0.24966
H 2.88111 -1.09417 -0.22979
H 3.73392 0.14273 -0.41609
O -2.45948 -0.71196 2.31301
H -1.89741 -0.72904 1.53840
H -3.06763 -1.43985 2.18433
O -0.80446 0.93089 -0.65428
H 0.12357 1.15520 -0.58593
H -1.07116 1.27050 -1.50854
O 1.73043 -1.32893 -1.62568
H 1.88417 -0.44517 -1.95970
H 1.08324 -1.70239 -2.22393
O -0.77965 -1.57181 0.14816
H -0.89243 -0.67025 -0.15300
H 0.16872 -1.69829 0.17717
*
```

Electronic energy: -12479.5422 eV
Gap between HOMO and LUMO: 0.376 Ha
Energy above the lowest of the compared OMol25 structures with the same formula, charge and spin: 1.572 eV
SMILES string: O.O.O.O.O.O

No. 2
Formula: H12O6
Source: the OMol25 dataset
Level of theory: ωB97M-V with the def2-TZVPD basis set

```
! wB97M-V def2-TZVPD RIJCOSX def2/J DEFGRID3
* xyz 0 1
O -0.39619 -1.20525 3.14168
H 0.35360 -1.40102 2.57979
H -0.09912 -1.42699 4.02418
O -1.85049 0.37726 -0.62084
H -1.88172 -0.33834 -1.25579
H -1.49929 -0.02287 0.17463
O -0.27555 -0.82664 0.38404
H 0.42924 -0.41644 -0.11720
H 0.17174 -1.42980 0.97763
O 0.12423 2.10163 -0.12503
H 0.85077 2.65818 0.15539
H 0.45351 1.20847 -0.02465
O -0.70033 -0.31686 -2.34742
H -0.19437 -0.24285 -1.53824
H -0.17969 0.15181 -2.99972
O 1.24332 0.38281 -0.58070
H 2.08419 0.80578 -0.40677
H 1.36613 -0.05888 -1.42097
*
```

Electronic energy: -12474.0962 eV
Gap between HOMO and LUMO: 0.308 Ha
Energy above the lowest of the compared OMol25 structures with the same formula, charge and spin: 7.018 eV

No. 3
Formula: H12O6
Source: the OMol25 dataset
Level of theory: ωB97M-V with the def2-TZVPD basis set

```
! wB97M-V def2-TZVPD RIJCOSX def2/J DEFGRID3
* xyz 0 1
O 27.50024 3.51060 41.22255
H 27.08164 4.28239 41.56613
H 27.44418 2.86847 41.95664
O 30.23539 3.97102 40.89297
H 29.35952 3.86382 40.83852
H 30.55637 4.08189 41.85222
O 30.96790 1.09860 43.06514
H 31.03937 1.76395 42.49498
H 30.56198 0.20962 42.67346
O 30.31159 5.81540 43.09647
H 30.09255 6.58278 42.54592
H 29.55845 5.97791 43.73645
O 32.96196 5.66285 42.54859
H 33.49324 6.27321 43.01845
H 32.01016 5.61754 42.91102
O 31.76313 3.48402 38.69276
H 31.11600 3.26385 38.08900
H 31.18457 3.56527 39.61337
*
```

Electronic energy: -12478.3941 eV
Gap between HOMO and LUMO: 0.350 Ha
Energy above the lowest of the compared OMol25 structures with the same formula, charge and spin: 2.720 eV
SMILES string: O.O.O.O.O.O

No. 4
Formula: H12O6
Source: the OMol25 dataset
Level of theory: ωB97M-V with the def2-TZVPD basis set

```
! wB97M-V def2-TZVPD RIJCOSX def2/J DEFGRID3
* xyz 0 1
O -0.26514 -0.15881 -2.35897
H -0.32595 0.77009 -2.68774
H -0.98828 -0.61957 -2.73891
O 2.20814 1.14421 -2.33121
H 2.54017 1.13151 -3.23130
H 1.57950 0.51386 -2.09903
O -2.55130 1.24915 0.75085
H -2.12551 0.68007 1.33272
H -1.91019 1.93620 0.64211
O 0.49748 1.80554 1.07712
H 0.25246 0.90055 0.86231
H 1.42285 1.62876 1.00628
O 0.12779 -0.75322 0.32669
H 0.01494 -1.69253 0.51560
H -0.05870 -0.68006 -0.60238
O 0.26483 -2.62990 3.10564
H -0.37501 -2.02417 2.75701
H -0.30808 -3.20170 3.67322
*
```

Electronic energy: -12479.5178 eV
Gap between HOMO and LUMO: 0.408 Ha
Energy above the lowest of the compared OMol25 structures with the same formula, charge and spin: 1.596 eV
SMILES string: O.O.O.O.O.O